{"formula": "C39H42ClN2O3P2PtS", "method": "ωB97M-V/def2-TZVPD", "multiplicity": 3, "charge": 1, "homo_energy_ha": [-0.3609, -0.3805], "homo_lumo_gap_ev": [7.82, 6.13], "elements": ["Pt", "Cl", "S", "P", "P", "O", "O", "O", "N", "N", "C", "C", "C", "C", "C", "C", "C", "C", "C", "C", "C", "C", "C", "C", "C", "C", "C", "C", "C", "C", "C", "C", "C", "C", "C", "C", "C", "C", "C", "C", "C", "C", "C", "C", "C", "C", "C", "C", "C", "H", "H", "H", "H", "H", "H", "H", "H", "H", "H", "H", "H", "H", "H", "H", "H", "H", "H", "H", "H", "H", "H", "H", "H", "H", "H", "H", "H", "H", "H", "H", "H", "H", "H", "H", "H", "H", "H", "H", "H", "H", "H"], "xyz": [[-1.08, 0.78, 0.34], [-2.48, -6.31, -3.88], [-3.01, 2.32, -0.03], [0.12, 1.74, 2.09], [1.14, 1.28, -0.95], [-0.74, -1.40, 0.44], [1.42, -1.18, -0.20], [1.27, -4.07, 0.05], [-3.98, 0.00, -0.93], [-4.97, 1.87, -1.76], [3.56, 2.46, -1.74], [-0.76, -5.97, 1.01], [0.48, -1.77, 0.35], [0.67, 3.09, -0.88], [0.47, -4.25, -2.16], [-2.38, 1.91, 5.94], [3.76, -0.60, 3.63], [1.27, 3.79, 0.35], [1.39, -0.25, 3.53], [-0.39, -4.77, -3.11], [4.92, 2.46, -1.98], [-1.10, 2.45, 5.93], [-0.72, 0.52, -2.91], [5.11, 0.26, -1.05], [-0.26, 0.21, -5.24], [-1.49, -6.03, -1.38], [-2.16, 1.34, 3.62], [1.07, 0.50, -5.00], [0.34, -4.61, -0.83], [1.59, 0.85, 2.68], [2.88, 1.19, 2.29], [3.96, 0.47, 2.77], [2.47, -0.96, 4.00], [-2.91, 1.36, 4.78], [5.70, 1.36, -1.64], [-1.38, -5.65, -2.71], [0.76, -3.15, 0.99], [-5.20, 3.30, -1.95], [0.62, 0.83, -2.65], [-4.04, 1.33, -0.97], [2.96, 1.34, -1.15], [-0.63, -5.52, -0.42], [3.74, 0.25, -0.80], [1.51, 0.82, -3.72], [-0.87, 1.88, 3.61], [-0.34, 2.44, 4.77], [-4.85, -0.90, -1.65], [-1.16, 0.23, -4.19], [0.65, 3.46, 1.72], [-3.32, -0.40, -0.27], [-2.96, 1.92, 6.85], [-6.02, 3.66, -1.32], [-4.71, -0.81, -2.73], [2.32, -1.80, 4.67], [-1.41, 0.48, -2.08], [4.97, 0.74, 2.47], [1.26, -3.56, -2.44], [-0.42, 3.14, -0.85], [-0.68, 2.88, 6.83], [-2.56, 0.90, 2.71], [2.35, 3.60, 0.37], [1.78, 0.47, -5.82], [-5.43, 3.49, -2.99], [3.28, -0.62, -0.34], [-0.31, -4.49, -4.15], [0.38, -0.53, 3.81], [-1.47, -5.35, 1.55], [4.61, -1.15, 4.02], [1.35, 3.75, 2.51], [-2.24, -6.76, -1.09], [0.20, -5.93, 1.52], [-3.90, 0.93, 4.79], [-1.13, -7.00, 1.05], [-2.21, 0.00, -4.37], [-5.90, -0.72, -1.41], [-4.30, 3.85, -1.68], [-0.26, 4.05, 1.86], [3.04, 2.01, 1.61], [2.56, 1.05, -3.57], [-0.59, -0.04, -6.24], [1.16, 4.87, 0.20], [0.99, 3.58, -1.80], [0.66, 2.85, 4.77], [1.54, -3.01, 1.74], [5.38, 3.32, -2.45], [2.98, 3.32, -2.03], [-4.61, -1.92, -1.37], [-5.63, 1.26, -2.21], [-0.16, -3.48, 1.45], [5.70, -0.61, -0.78], [6.76, 1.37, -1.84]], "mulliken_charge": [2.0892, -0.2245, -0.6126, 0.3874, 1.2395, -1.0894, -0.3107, -0.5935, 0.0769, -0.2618, -0.7157, -1.6024, 0.7611, -1.2756, -0.3303, -0.4919, -0.6959, -0.9127, -0.8205, -0.7470, -0.6791, -0.7701, -0.0953, -0.7467, -0.7406, -0.7408, -0.1148, -0.9061, 0.2868, 0.5841, -0.4503, -0.6316, -0.7354, -0.9051, -0.7250, 0.1913, -0.6501, -0.8992, 1.0564, 0.9414, 0.1612, 1.0529, -0.6738, -0.6166, 0.5219, -0.2418, -1.2154, -0.8461, -1.0027, -0.0135, 0.3930, 0.3190, 0.3805, 0.4752, 0.0961, 0.5073, 0.5071, 0.5392, 0.4262, 0.1675, 0.2910, 0.4592, 0.3362, 0.8984, 0.4596, 0.4467, 0.2722, 0.4238, 0.7058, 0.4451, 0.3734, 0.4308, 0.4788, 0.4581, 0.4282, 0.3281, 0.4717, 0.2408, 0.3238, 0.4150, 0.5688, 0.7726, 0.3410, 0.1085, 0.4397, 0.3034, 0.3536, 0.2028, 0.2481, 0.4863, 0.4115]}

---

{"formula": "C6H37NO12", "method": "ωB97M-V/def2-TZVPD", "multiplicity": 1, "charge": 0, "de_lowest_kj_mol": 845.17, "homo_energy_ha": -0.2943, "homo_lumo_gap_ev": 8.22, "elements": ["O", "O", "O", "O", "O", "O", "O", "O", "O", "O", "O", "O", "N", "C", "C", "C", "C", "C", "C", "H", "H", "H", "H", "H", "H", "H", "H", "H", "H", "H", "H", "H", "H", "H", "H", "H", "H", "H", "H", "H", "H", "H", "H", "H", "H", "H", "H", "H", "H", "H", "H", "H", "H", "H", "H", "H"], "xyz": [[2.07, 1.77, 1.67], [-1.32, -0.75, 3.36], [0.10, -2.79, -2.75], [0.35, 2.40, 0.11], [-1.83, 2.33, 2.08], [1.49, -3.17, 0.13], [-3.68, 1.17, 0.57], [0.31, -3.78, 2.29], [-1.92, 4.59, -0.49], [1.71, -1.18, 2.25], [-1.87, -1.06, -3.64], [-2.65, 2.60, -2.11], [0.41, -0.60, -0.52], [1.01, 1.73, -0.94], [-1.87, -0.98, 0.28], [1.53, 0.34, -0.51], [2.63, -0.23, -1.54], [4.02, -0.21, -0.76], [-0.49, -0.80, 0.67], [2.51, -1.37, -1.74], [-0.38, -1.01, 3.50], [0.08, 1.50, -1.61], [0.09, 3.34, 0.01], [-0.15, -0.71, -1.32], [3.96, 0.55, -0.09], [2.19, -1.97, 1.75], [2.00, 1.30, 2.40], [-2.09, -0.37, -0.67], [-2.27, -1.69, -3.09], [-0.37, -3.15, 2.28], [-2.74, 2.73, -3.13], [-1.56, 4.00, 0.02], [-0.10, -1.84, 1.31], [1.87, 2.38, -1.15], [1.17, 2.15, 1.61], [4.79, -0.05, -1.59], [-0.01, -4.67, 1.85], [-1.72, -1.43, -4.55], [-1.20, 0.10, 3.11], [-2.58, 1.97, 1.43], [-2.06, -1.99, -0.02], [2.31, -0.87, 2.87], [0.04, -2.89, -1.80], [4.14, -1.14, -0.10], [-3.93, 1.85, 0.02], [-2.52, -0.69, 1.08], [-2.98, 0.69, 0.08], [1.47, -3.45, 0.98], [-1.75, 1.82, 2.84], [1.06, -2.63, -3.02], [-3.21, 3.30, -1.70], [0.94, -2.50, 0.14], [2.60, 0.42, -2.39], [1.85, 0.28, 0.51], [-1.43, 4.62, -1.31], [-0.05, 0.03, 1.35]], "mulliken_charge": [-0.5671, -0.6134, -0.6132, -0.2251, -0.6481, -0.7006, -0.7362, -0.6973, -0.6541, -0.4082, -0.5956, -0.5437, -0.1370, -0.7076, -2.4478, 0.0198, -0.4428, -1.2020, 3.0099, 0.0507, 0.3379, 0.1529, 0.0778, 0.1935, 0.3822, 0.2749, 0.2625, 0.4868, 0.2823, 0.2974, 0.2626, 0.2882, -1.2454, 0.4528, 0.2346, 0.3503, 0.3500, 0.2855, 0.1651, 0.3714, 0.3267, 0.2758, 0.2916, 0.1987, 0.2367, 0.6297, 0.3114, 0.3621, 0.2321, 0.3155, 0.3455, 0.0976, 0.4966, 0.3628, 0.3385, -0.2251]}

---

{"formula": "C8H32N2O15V", "method": "ωB97M-V/def2-TZVPD", "multiplicity": 3, "charge": 1, "homo_energy_ha": [-0.4385, -0.4385], "homo_lumo_gap_ev": [5.32, 2.62], "elements": ["V", "O", "O", "O", "O", "O", "O", "O", "O", "O", "O", "O", "O", "O", "O", "O", "N", "N", "C", "C", "C", "C", "C", "C", "C", "C", "H", "H", "H", "H", "H", "H", "H", "H", "H", "H", "H", "H", "H", "H", "H", "H", "H", "H", "H", "H", "H", "H", "H", "H", "H", "H", "H", "H", "H", "H", "H", "H"], "xyz": [[0.23, -3.18, -0.05], [-0.04, -4.73, 0.09], [-2.02, -2.81, 0.49], [0.08, -0.97, -0.08], [-1.40, 0.80, -3.62], [-0.67, -0.68, 4.62], [1.03, -2.83, 2.04], [-3.38, -0.40, 0.36], [1.76, -2.30, -3.83], [0.38, 0.40, -1.66], [1.85, 3.45, -0.02], [3.12, -2.88, 2.38], [-2.52, 3.98, 1.70], [5.13, 0.72, 1.88], [1.81, -2.09, 3.90], [0.88, 0.98, 0.30], [0.43, 0.13, -0.46], [1.97, -2.64, 2.79], [2.18, -0.98, -4.10], [-1.04, -0.24, 3.30], [-3.15, -3.56, 0.84], [-3.07, 0.10, -0.91], [2.07, 3.60, -1.39], [-1.22, 3.49, 1.79], [-1.66, -0.35, -4.42], [3.79, 0.80, 2.23], [3.17, 0.09, 1.68], [2.62, 2.77, -1.82], [-3.02, -4.64, 0.93], [-1.25, 2.41, 1.62], [-1.49, -0.06, -5.46], [-3.51, -3.12, 1.77], [2.84, -0.67, -3.30], [3.74, 0.52, 3.28], [-3.94, 0.52, -1.41], [-0.97, -1.14, -4.14], [-0.60, 3.91, 1.00], [2.73, -1.00, -5.04], [2.55, 4.56, -1.58], [-4.01, -3.36, 0.20], [-1.27, -1.13, 2.72], [1.59, 2.54, 0.15], [5.61, 1.25, 2.53], [-3.56, 0.30, 0.99], [1.37, -0.25, -4.13], [1.06, 3.60, -1.79], [-0.25, 0.30, 2.78], [-0.77, 0.47, -2.97], [-2.71, -0.62, -4.31], [3.49, 1.83, 2.04], [-2.70, -0.74, -1.49], [-1.94, 0.37, 3.25], [0.13, -1.18, 4.46], [-2.32, -1.91, 0.32], [-2.54, 4.90, 1.40], [2.56, -2.84, -3.75], [-0.82, 3.61, 2.80], [-2.34, 0.92, -0.91]], "mulliken_charge": [1.3010, -0.3951, -0.1563, 0.2656, -0.4652, -0.5761, -0.5850, -0.6030, -0.4971, -0.9168, -0.1752, -0.6253, -0.5243, -0.4788, -0.5805, -0.6242, 0.7446, 0.9777, -0.5066, -0.1738, -0.8549, -0.4380, -0.4805, -0.0917, -0.6090, -0.2225, -0.0312, 0.2995, 0.3495, -0.1569, 0.2515, 0.2944, 0.2282, 0.3354, 0.4329, 0.2583, 0.1817, 0.3600, 0.3112, 0.3145, 0.0862, 0.6318, 0.3402, 0.2874, 0.1310, 0.3606, -0.0551, 0.4363, 0.2410, 0.1835, 0.1071, 0.3375, 0.4167, 0.2811, 0.3179, 0.2977, 0.2884, 0.1729]}